C43H69N3O4S3SbSeTi as an isolated structure. Source: the OMol25 dataset; level of theory: the ωB97M-V functional and the def2-TZVPD basis.

```
125
Properties=species:S:1:pos:R:3:forces:R:3:mulliken_spin:R:1
Ti -1.189682 -1.370680 -0.523920 -0.2 -0.2 -0.3 1.19
C 2.556900 -0.227177 6.050685 0.0 0.0 0.0 0.00
C 2.961471 0.768687 4.954945 0.0 0.0 0.0 0.00
C 2.393165 2.151839 5.299280 0.0 0.0 0.0 0.00
C 4.486544 0.868276 4.944114 0.0 0.0 0.0 0.00
C 2.401975 0.306598 3.611835 0.0 0.0 0.0 0.00
C 1.026219 0.186090 3.435087 0.0 0.0 0.1 0.00
C 0.504424 -0.210576 2.225225 0.1 0.0 -0.1 0.00
Se -1.379935 -0.448879 1.998610 0.0 0.3 0.4 -0.02
C -1.846597 1.315309 1.396864 0.0 -0.1 -0.1 0.07
C -1.933309 2.359415 2.287821 0.0 0.1 0.0 -0.02
C -2.355387 3.618090 1.866187 0.0 -0.1 0.0 0.01
C -2.753769 3.726032 0.540407 0.0 -0.1 -0.1 -0.02
C -2.717887 2.683606 -0.389079 0.0 0.1 0.2 0.05
C -2.170896 1.447751 0.026990 0.0 -0.1 -0.3 -0.07
O -1.968295 0.453549 -0.807353 0.2 -0.2 0.2 0.02
C -3.273885 2.988659 -1.790064 0.0 0.0 0.1 -0.02
C -4.678587 3.599762 -1.646520 0.0 0.0 -0.1 0.00
C -2.350897 4.007880 -2.474850 0.0 0.0 0.0 0.00
C -3.416702 1.779872 -2.716862 0.0 -0.1 0.0 0.00
C -2.394430 4.776100 2.860766 0.0 0.0 0.0 0.00
C -0.985647 5.021528 3.419891 0.0 0.0 0.0 0.00
C -2.880823 6.073295 2.215675 0.0 0.1 0.0 0.00
C -3.337553 4.432258 4.021403 0.0 0.0 0.0 0.00
C 1.308742 -0.531420 1.105173 0.0 -0.1 -0.2 0.03
O 0.729419 -0.886721 -0.025821 -0.1 0.0 0.0 -0.05
C 2.710898 -0.459542 1.282721 0.0 0.1 0.2 -0.01
C 3.191783 -0.024011 2.522490 0.0 0.0 -0.1 0.00
C 3.777197 -0.783752 0.227131 0.0 0.0 0.0 0.00
C 4.871294 -1.669877 0.849434 0.1 0.0 -0.1 0.00
C 3.253650 -1.529783 -0.995555 0.0 0.0 -0.1 0.00
C 4.405584 0.534456 -0.248177 0.0 0.0 0.0 0.00
H 2.935357 0.098549 7.024084 0.0 0.0 0.0 0.00
H 1.473897 -0.320797 6.122984 0.0 0.0 0.0 0.00
H 2.960044 -1.217840 5.835609 0.0 0.0 0.0 0.00
H 2.799481 2.508481 6.250119 0.0 0.0 0.0 0.00
H 2.642985 2.874992 4.521479 0.0 0.0 0.0 0.00
H 1.307541 2.125706 5.385592 0.0 0.0 0.0 0.00
H 4.837100 1.208269 5.921990 0.0 0.0 0.0 0.00
H 4.951311 -0.096925 4.738566 0.0 0.0 0.0 0.00
H 4.837957 1.579679 4.194774 0.0 0.0 0.0 0.00
H 0.344377 0.395203 4.252014 0.0 0.0 0.0 0.00
H -1.671756 2.186817 3.325577 0.0 0.0 0.0 0.00
H -3.132563 4.676899 0.191123 0.0 0.0 0.0 0.00
H -4.664937 4.590028 -1.188772 0.0 0.0 0.0 0.00
H -5.133559 3.696975 -2.635042 0.0 0.0 0.0 0.00
H -5.317273 2.953016 -1.045173 0.0 0.0 0.0 0.00
H -2.226746 4.910021 -1.873255 0.0 0.0 0.0 0.00
H -1.362044 3.576111 -2.638125 0.0 0.0 0.0 0.00
H -2.761249 4.296669 -3.447030 0.0 0.0 0.0 0.00
H -4.137578 1.047528 -2.349030 0.0 0.0 0.1 -0.01
H -3.768306 2.145114 -3.688386 0.0 0.0 0.0 0.00
H -2.478589 1.254581 -2.847991 0.1 0.0 0.0 0.01
H -0.294998 5.298070 2.621246 0.0 0.0 0.0 0.00
H -1.002580 5.827961 4.159200 0.0 0.0 0.0 0.00
H -0.587888 4.128338 3.901021 0.0 0.0 0.0 0.00
H -2.242048 6.371904 1.382585 0.0 0.0 0.0 0.00
H -3.901949 5.983387 1.842044 0.0 0.0 0.0 0.00
H -2.865299 6.877182 2.956568 0.0 0.0 0.0 0.00
H -3.000548 3.545060 4.556631 0.0 0.0 0.0 0.00
H -3.383167 5.261223 4.734278 0.0 0.0 0.0 0.00
H -4.345179 4.230067 3.656576 0.0 0.0 0.0 0.00
H 4.265483 0.050250 2.630473 0.0 0.0 0.0 0.00
H 4.430961 -2.529769 1.354522 0.0 0.0 0.0 0.00
H 5.530974 -2.041419 0.060425 0.0 0.0 0.0 0.00
H 5.493667 -1.133194 1.566437 0.0 0.0 0.0 0.00
H 2.809395 -2.486599 -0.726052 0.0 0.0 0.1 0.00
H 2.492576 -0.961755 -1.518480 0.0 0.0 0.0 0.00
H 4.095591 -1.714259 -1.671991 0.0 0.0 0.0 0.00
H 4.852648 1.080399 0.584900 0.0 0.0 0.0 0.00
H 5.183114 0.344197 -0.993702 0.0 0.0 0.0 0.00
H 3.649032 1.176766 -0.700763 0.0 0.0 0.0 0.00
S -6.039248 -1.560277 2.082559 -0.1 0.0 0.1 0.27
Sb -4.682080 -1.420934 0.242340 0.0 -0.1 0.2 0.37
S -2.892180 -3.047132 0.518479 0.1 0.3 -0.1 0.12
S -5.700529 -1.652768 -1.803161 0.0 0.0 -0.1 0.24
C 2.497249 1.402450 -3.396622 0.0 0.0 0.0 0.00
C 1.140972 1.400340 -2.704565 -0.1 0.0 0.1 0.01
O 0.221076 0.503874 -3.293337 0.1 0.0 -0.1 0.01
C -0.316458 0.950619 -4.521454 0.1 -0.1 0.0 0.01
C -1.288214 -0.099547 -5.012315 0.0 0.0 0.0 0.02
H 3.183055 2.082599 -2.888219 0.0 0.0 0.0 0.00
H 2.938575 0.407105 -3.377764 0.0 -0.1 0.0 0.00
H 2.421970 1.727267 -4.435022 0.0 0.0 0.0 0.00
H 0.713899 2.413918 -2.701907 0.0 0.0 0.0 0.00
H 1.229709 1.081462 -1.663204 0.0 0.0 0.0 0.00
H 0.483001 1.101049 -5.263483 0.0 0.0 0.0 0.00
H -0.812591 1.920662 -4.375901 0.0 0.0 0.0 0.00
H -0.758033 -0.976293 -5.387108 0.0 0.0 0.0 0.01
H -1.914259 0.299156 -5.812953 0.0 0.0 0.0 0.00
H -1.934239 -0.431099 -4.200702 0.0 0.0 0.0 -0.03
C 0.202423 -4.475729 -4.532890 0.1 0.0 -0.1 0.08
N -0.000876 -3.665211 -3.354246 0.0 -0.4 0.0 0.03
C 1.089168 -2.743761 -3.140975 0.1 0.2 0.0 -0.08
C -1.298322 -3.163277 -3.142772 -0.2 0.6 0.3 0.35
O -1.465575 -2.282288 -2.206931 0.2 0.1 -0.2 0.14
N -2.369673 -3.891395 -3.681197 0.0 -0.2 -0.2 0.00
C -3.198522 -4.590825 -2.694774 0.1 0.0 0.1 0.06
C -3.194880 -3.131286 -4.616399 0.0 0.0 0.0 0.06
H 1.099599 -5.086675 -4.403312 0.0 0.0 0.0 0.01
H 0.353652 -3.850678 -5.430594 0.0 0.0 0.0 -0.02
H -0.657861 -5.116634 -4.697925 0.0 0.0 0.0 0.01
H 1.260173 -2.108066 -4.025678 0.0 0.0 0.0 0.07
H 2.005356 -3.302363 -2.931893 0.0 0.0 0.0 -0.01
H 0.889405 -2.088711 -2.298036 0.0 -0.1 -0.1 0.08
H -2.555462 -5.087016 -1.967863 0.0 0.0 0.0 -0.01
H -3.793263 -5.346428 -3.215355 0.0 0.0 0.0 0.00
H -3.863261 -3.916554 -2.152315 0.0 0.0 0.0 -0.01
H -2.565561 -2.711380 -5.403815 0.0 0.0 0.0 -0.02
H -3.751572 -2.328167 -4.120590 0.0 0.0 0.0 -0.01
H -3.917165 -3.808474 -5.080042 0.0 0.0 0.0 0.00
N 0.241472 -3.974815 -0.285733 -0.4 0.0 0.1 0.03
C 1.143774 -4.285853 0.704977 0.2 0.1 0.0 -0.02
C 0.932897 -3.832695 2.013378 -0.1 0.0 0.0 0.01
C 1.886978 -4.042480 2.989242 0.0 0.0 0.1 0.01
C 3.073071 -4.714974 2.708911 -0.1 0.0 -0.1 0.00
C 3.276561 -5.179990 1.417136 0.1 -0.1 0.0 0.00
C 2.330829 -4.971771 0.426281 0.0 0.0 0.0 0.00
H 0.286867 -4.464809 -1.168757 0.1 0.1 0.0 0.01
H -0.718307 -3.827606 0.021446 -0.1 -0.2 0.0 0.02
H 0.011111 -3.306422 2.241577 0.0 0.0 0.0 0.00
H 1.700090 -3.661597 3.986084 0.0 0.0 0.0 0.00
H 3.816855 -4.866641 3.478830 0.0 0.0 0.0 0.00
H 4.191706 -5.707077 1.171163 0.0 0.0 0.0 0.00
H 2.506425 -5.324316 -0.584152 0.0 0.0 0.0 0.01
```
Positions in Å, forces in eV/Å.

The calculated total energy is -6831.03529 hartree. The HOMO energy (spin up / spin down) comes out at -0.160 / -1.922 eV. As for the net charge: -2. Its spin multiplicity is 4. As for the LUMO energy (spin up / spin down): 0.1385 / 0.1385 Ha. The calculation puts the energy above the lowest of the compared OMol25 structures with the same formula, charge and spin at 114.3 kJ/mol. The HOMO-LUMO gap (spin up / spin down) is 3.93 / 5.69 eV.